Here is a cluster of 3 separate species, C37H77BN3O5 in total from OMol25. Energies are from ωB97M-V with the def2-TZVPD basis set.

## Properties
- net charge = -1
- spin multiplicity = 3
- HOMO-LUMO gap (alpha / beta) (eV) = 5.6 / 5.6

The geometry in XYZ format:
```
123
C37H77BN3O5 | OMol25 | ωB97M-V with the def2-TZVPD basis set
O -0.546 -2.451 -1.718
O 1.624 -0.652 -1.687
O 5.169 0.152 6.179
O -1.051 -0.704 -0.219
O -3.762 1.604 -4.305
N 4.448 1.121 6.614
N -1.186 -0.257 -2.709
N -3.710 2.405 -5.307
C 1.137 -0.588 2.606
C 3.506 3.356 5.966
C 2.460 0.329 -2.235
C 0.163 -1.405 1.726
C 1.459 -1.301 3.945
C -4.638 -4.469 -3.604
C -4.760 -3.146 -2.846
C 4.960 2.102 4.429
C 5.948 3.058 6.529
C 5.835 3.207 8.046
C -5.174 4.251 -4.625
C -4.573 0.447 -6.492
C -2.888 3.978 -3.624
C -3.478 -2.281 -2.873
C -4.586 1.972 -6.441
C 2.995 1.801 8.543
C -3.160 -4.000 -5.695
C 2.816 -3.507 4.289
C 0.178 -1.257 0.176
C 5.072 -3.758 5.448
C 4.712 2.411 5.901
C 3.544 -3.857 5.588
C 4.293 -0.309 8.594
C 1.381 -0.460 -0.313
C 3.090 -0.223 -3.501
C 0.116 -2.644 -0.505
C 4.317 1.136 8.106
C 2.840 -1.987 3.989
C 5.525 1.864 8.708
C -6.105 3.941 -5.796
C -3.032 -1.719 -1.518
C -6.017 2.466 -6.191
C -3.724 3.842 -4.893
C -3.088 4.748 -5.956
C -4.051 2.494 -7.791
C -4.555 -4.309 -5.133
C -2.954 -4.504 -7.141
B -1.448 -1.268 -1.556
H 6.403 1.216 8.619
H 0.675 -2.025 4.175
H -2.975 2.659 -7.750
H -3.748 -5.003 -3.255
H 1.786 -3.867 4.309
H 5.071 3.947 8.302
H 5.227 -0.824 8.385
H -2.657 -2.891 -3.263
H 2.607 2.855 5.608
H -5.599 -2.591 -3.287
H 3.310 -4.040 3.470
H -3.317 3.426 -2.793
H 4.114 1.566 3.997
H -5.004 0.006 -5.596
H 5.523 -4.738 5.287
H -2.181 -5.273 -7.174
H -2.002 0.299 -2.939
H 5.525 -3.347 6.352
H -6.458 1.861 -5.392
H 3.548 -1.190 -3.284
H -5.199 5.318 -4.386
H 1.431 -0.547 4.738
H -2.090 4.391 -6.213
H 2.333 -0.378 -4.270
H -1.876 3.605 -3.784
H -5.256 -3.523 -5.434
H -5.528 3.718 -3.738
H -5.031 -3.347 -1.806
H 1.228 0.605 -0.085
H 3.275 -4.865 5.915
H 5.361 -3.104 4.624
H 3.306 3.751 6.958
H -2.626 -3.698 -7.798
H 3.112 2.854 8.795
H 1.094 -3.124 -0.643
H 5.340 2.002 9.777
H -2.991 5.754 -5.546
H -3.615 -1.452 -3.573
H 1.874 1.229 -2.459
H 4.133 -0.309 9.674
H 3.256 0.593 -1.520
H -7.133 4.173 -5.512
H 3.217 -3.160 6.365
H -5.157 0.121 -7.355
H -3.871 -4.930 -7.552
H -0.861 -0.714 -3.552
H 3.461 -1.508 4.752
H 3.364 -1.824 3.044
H -4.528 3.422 -8.108
H -3.186 -2.479 -0.740
H -3.001 -2.922 -5.669
H 6.776 3.592 8.444
H -0.498 -3.295 0.145
H -5.873 4.583 -6.651
H -2.832 5.034 -3.351
H 0.245 -2.464 1.992
H 6.823 2.443 6.296
H -0.847 -1.103 2.004
H 3.483 -0.866 8.122
H -5.513 -5.090 -3.382
H 0.670 0.369 2.841
H 5.084 3.041 3.888
H -4.922 -5.234 -5.593
H -3.648 -0.843 -1.268
H -3.555 0.069 -6.595
H 2.235 1.716 7.767
H 3.696 4.210 5.315
H -2.407 -4.443 -5.042
H 2.082 -0.411 2.099
H 6.110 4.031 6.059
H 3.866 0.452 -3.870
H -4.236 1.758 -8.573
H -6.605 2.279 -7.093
H 5.853 1.500 4.284
H 2.286 -0.789 0.225
H -3.668 4.831 -6.871
H 2.606 1.303 9.432
```

Here are the Löwdin charges for atoms 1 to 2, given in e:
1. O -0.022
2. O -0.140

---

Here is a cluster of 8 separate species, C37H77N2O7 in total at a distorted geometry from OMol25. Energies are from ωB97M-V with the def2-TZVPD basis set.

## Properties
- net charge = +1
- HOMO-LUMO gap (eV) = 3.5

The geometry in XYZ format:
```
123
C37H77N2O7 | OMol25 | ωB97M-V with the def2-TZVPD basis set
O -0.968 0.499 0.761
O -0.234 -3.401 3.420
O 6.015 -1.224 0.508
O 1.674 -4.228 -2.684
O 2.209 0.279 -4.264
O -4.449 -0.629 3.309
O 1.072 4.152 1.004
N -1.395 2.725 -3.379
N -6.088 2.916 1.900
C 1.746 -4.885 -5.011
C -2.562 1.544 -1.642
C 3.890 -0.428 0.579
C 0.376 -1.217 -4.377
C 2.410 -3.719 -1.538
C -3.306 3.868 -2.408
C 6.990 -1.983 -0.017
C -5.454 0.124 5.186
C -4.931 2.148 1.986
C -0.499 -4.515 2.607
C 3.343 0.989 -3.637
C -3.682 -1.529 1.255
C 3.055 3.398 1.794
C 8.309 -1.643 0.613
C -6.307 3.731 0.845
C -2.388 3.776 -3.388
C 1.458 -0.675 -3.486
C -7.016 2.974 3.050
C -1.548 1.631 -2.517
C -4.208 -0.293 4.621
C -4.306 2.892 -0.273
C -5.485 3.685 -0.266
C 0.287 0.190 0.128
C -0.804 -5.798 3.435
C -0.226 3.982 0.569
C -0.031 -1.283 3.849
C -3.370 -1.270 2.669
C -3.403 2.757 -1.499
C -0.072 3.051 -3.622
C -0.897 5.306 0.345
C 2.504 -4.292 -3.862
C 0.251 -2.284 2.895
C 1.750 3.026 1.293
C 4.769 -1.342 -0.056
C 1.452 -3.415 -0.596
C -4.029 2.133 1.008
C 4.025 1.764 -4.598
H 4.279 0.746 0.642
H -0.344 -2.024 1.944
H -0.023 4.000 -4.075
H 0.600 -1.151 4.750
H -1.845 5.274 -0.024
H 5.009 -1.295 -1.167
H 2.662 -3.295 -4.051
H 8.546 -0.531 0.275
H -2.452 4.496 -4.060
H 4.706 -2.358 0.312
H 1.143 -0.510 -2.447
H -7.762 3.600 2.856
H 2.355 -1.380 -3.432
H 0.102 -0.782 -0.437
H 0.012 -5.970 4.198
H 1.331 -5.789 -4.303
H 0.347 -4.529 1.911
H -0.037 -1.963 -3.668
H 1.789 -2.819 0.269
H -2.895 -1.963 0.671
H -0.295 5.829 -0.507
H -0.704 6.080 1.028
H 2.940 -0.274 0.001
H -6.299 -0.668 4.968
H -3.775 4.779 -2.436
H -5.855 1.036 4.725
H 9.114 -2.063 0.340
H 0.833 -4.179 -5.215
H -0.050 -0.187 3.642
H 1.348 -2.139 2.760
H -1.025 -1.549 4.244
H 4.287 1.159 -5.425
H 1.264 2.290 2.018
H -2.513 0.740 -0.859
H -3.133 1.417 1.045
H 3.444 -4.930 -3.536
H 0.752 0.986 -0.536
H 3.129 -4.585 -1.234
H 1.162 -4.274 -0.161
H -7.165 4.373 0.829
H -1.659 -5.612 3.821
H -0.731 3.376 1.453
H -4.715 1.662 3.055
H 3.665 3.993 1.071
H -5.250 0.085 6.305
H 1.030 0.089 0.948
H 0.874 -1.818 -5.066
H 3.086 4.083 2.807
H -1.090 -4.152 1.902
H 0.570 3.065 -2.716
H -0.336 3.532 -0.474
H 3.610 2.463 -5.111
H -6.434 3.293 3.845
H -7.685 1.990 3.048
H 8.387 -1.803 1.637
H -4.096 -0.531 0.763
H -5.646 4.279 -1.190
H -0.173 -0.554 -4.782
H -3.535 0.366 4.671
H 6.864 -2.994 -0.082
H 4.960 2.218 -4.170
H -2.558 -0.594 2.594
H 2.274 -5.114 -5.985
H 4.036 0.489 -3.231
H -3.031 -2.065 3.226
H 0.432 2.216 -4.342
H -3.745 -1.286 5.004
H 2.021 2.396 0.414
H 3.711 -0.638 1.599
H 0.491 -2.910 -0.910
H -4.555 -2.179 1.367
H 2.770 1.509 -2.843
H 2.932 -2.878 -2.113
H 3.606 2.574 1.934
H -1.028 -6.701 2.743
H 6.992 -1.730 -0.942
H -0.953 0.794 -2.614
```

Here are the Löwdin charges for atoms 1 to 2, given in e:
1. O -0.407
2. O -0.139

---

Here is a cluster of 8 separate species, C37H77N2O7 in total at a distorted geometry from OMol25. Energies are from ωB97M-V with the def2-TZVPD basis set.

## Properties
- net charge = +1
- HOMO-LUMO gap (eV) = 3.9

The geometry in XYZ format:
```
123
C37H77N2O7 | OMol25 | ωB97M-V with the def2-TZVPD basis set
O 2.283 2.555 -4.514
O 1.537 5.016 0.282
O -2.521 -0.088 -3.984
O 0.777 -0.143 -0.631
O 2.958 1.105 2.805
O -0.600 -4.588 3.582
O -1.543 -4.956 -1.540
N -3.222 -1.862 0.594
N -0.557 3.908 3.178
C 3.283 5.876 1.560
C -1.722 -0.703 -4.984
C 0.241 3.048 2.559
C 1.733 0.269 4.635
C 1.567 -1.235 -1.071
C -3.789 -3.235 0.400
C -1.261 -0.935 1.403
C 2.535 1.825 -3.307
C 3.953 1.442 -3.428
C -1.613 1.509 2.396
C -1.796 3.621 3.601
C -2.475 -3.762 -3.334
C 0.930 2.902 -4.742
C -0.916 -6.091 0.352
C 0.350 -3.572 3.667
C -3.585 0.089 1.655
C 3.771 2.194 0.821
C -0.389 -5.310 -0.825
C 1.095 -3.636 2.276
C -2.110 0.149 1.858
C 0.807 3.358 -6.111
C -1.418 -4.326 4.681
C -2.355 2.447 3.205
C -0.137 1.851 2.100
C 0.853 4.873 -1.025
C -0.105 3.818 -0.928
C -2.334 0.931 -1.794
C -1.239 -4.302 -2.840
C -4.137 -0.965 1.081
C 2.673 5.784 0.162
C -1.752 -0.088 -2.843
C 2.646 -0.070 3.506
C -2.627 -0.939 -6.147
C -2.062 -5.641 4.711
C 3.504 0.934 1.563
C -1.879 -1.878 0.675
C 0.259 4.765 4.169
H -3.295 -0.024 -6.309
H 0.474 3.705 -4.109
H -4.283 0.743 1.910
H -0.243 5.299 4.844
H 0.305 5.771 -1.121
H 4.454 0.429 1.602
H 0.408 -3.133 1.303
H 2.336 0.809 5.234
H 2.424 -1.118 -1.686
H -0.278 -3.606 -2.789
H -1.310 -2.654 0.198
H 1.293 2.649 -6.742
H -0.785 -4.081 5.639
H -1.333 -1.721 -4.799
H 1.405 -4.612 1.855
H -0.706 0.142 -3.018
H -2.777 -5.334 5.386
H 0.173 -4.343 -0.344
H -2.137 -3.393 -4.390
H 4.210 6.398 1.468
H 0.371 -5.876 -1.336
H 0.899 -1.968 -1.498
H -4.917 -3.296 0.310
H -1.457 -6.987 -0.096
H 3.393 5.062 2.087
H -0.134 3.498 -6.193
H -0.080 -0.834 1.487
H -3.394 -3.959 1.352
H -3.364 -3.822 -0.365
H 0.039 -6.484 0.859
H -1.819 0.916 -0.957
H -0.873 -0.074 -5.166
H -3.166 -1.552 -5.694
H -0.933 3.879 0.031
H 1.502 4.265 -6.265
H 2.031 0.909 -3.521
H -3.360 2.213 3.246
H -1.767 -1.112 -2.239
H 0.778 0.840 4.385
H 1.440 -0.583 5.388
H -5.257 -1.018 0.786
H -1.196 -5.142 1.040
H 2.606 6.765 -0.254
H 0.814 5.458 3.667
H -2.421 4.253 4.136
H 4.264 3.077 1.295
H 3.411 -0.354 3.891
H -0.078 -2.615 3.769
H 2.845 0.162 1.021
H 0.434 2.821 -0.721
H 3.264 5.033 -0.637
H 1.646 4.672 -1.723
H 4.650 2.284 -3.246
H 1.357 3.391 2.440
H -2.555 1.814 -2.361
H -3.096 -4.554 -3.436
H 2.062 -3.311 2.410
H -0.628 3.636 -1.986
H -2.552 -6.078 3.724
H 1.113 4.017 4.575
H -2.095 -1.397 -6.985
H -2.988 -3.053 -2.704
H 4.196 0.944 -2.424
H 2.722 2.569 0.392
H 2.062 -1.747 -0.339
H 2.677 6.371 2.260
H 4.202 2.105 -0.137
H -1.574 -6.322 5.075
H 1.138 -3.764 4.498
H 0.259 1.959 -4.811
H 0.596 1.117 1.577
H -0.742 -5.089 -3.341
H -3.222 0.425 -1.477
H -1.911 -3.392 4.236
H 2.431 2.279 -2.228
H 2.177 -0.892 2.746
H 4.255 0.679 -4.106
```

Here are the Löwdin charges for atoms 1 to 2, given in e:
1. O -0.146
2. O -0.218

---

The records above give, respectively, M values of 654.851 662.030 662.030 g/mol.